[1]
A molecular structure, C46H56BrGe2N3O6S2Sn in a non-equilibrium geometry. Source: the OMol25 dataset; level of theory: ωB97M-V with the def2-TZVPD basis set.

Geometry as XYZ:
```
117
Properties=species:S:1:pos:R:3:forces:R:3:mulliken_charge:R:1
Sn -0.173176 -0.764583 0.546291 0.618 0.810 -0.517 0.3853
O 3.799557 -3.794433 6.058039 0.054 -0.011 -0.029 -0.7422
C 3.280309 -2.671630 6.194368 -0.172 0.115 -0.209 0.4277
O 3.225088 -1.913434 7.179576 -0.024 -0.036 0.052 -0.7388
C 2.595364 -2.105875 4.909129 0.163 -0.092 0.292 -0.7820
C 1.757206 -1.008145 4.969174 -0.051 0.044 -0.084 -1.3237
C 1.201795 -0.486922 3.802987 0.385 -0.469 -0.015 0.9314
N 1.480177 -1.015530 2.598998 0.184 0.325 0.267 0.5550
C 2.328939 -2.049445 2.528619 -0.255 0.178 0.438 0.9862
C 2.876759 -2.634382 3.665013 -0.012 -0.111 -0.142 -1.0197
C 2.675748 -2.512878 1.170452 0.050 -0.296 -0.351 0.2030
C 3.567586 -3.565809 0.951537 0.041 0.036 0.020 -0.7852
C 3.844019 -3.966262 -0.341184 -0.008 0.093 0.002 -0.6627
C 3.235996 -3.304890 -1.399618 0.032 -0.109 0.052 -1.2376
C 2.364301 -2.277644 -1.100639 -0.129 0.126 -0.198 -0.1703
N 2.087767 -1.892847 0.142485 0.132 0.008 0.077 0.7033
C 0.454535 0.793761 3.852081 -0.097 0.414 -0.265 0.1832
C 0.129571 1.405724 5.060087 -0.080 -0.005 0.173 -0.8476
C -0.317397 2.715124 5.055992 0.078 -0.125 0.104 -0.7293
C -0.434376 3.381706 3.852856 -0.205 0.042 -0.116 -1.0834
C -0.178597 2.669969 2.694351 -0.317 -0.077 0.021 0.0415
N 0.245322 1.414816 2.689375 0.037 -0.298 -0.001 0.7530
H 1.609847 -0.551729 5.937046 0.020 -0.055 -0.017 0.4840
H 3.531686 -3.492991 3.626888 0.024 0.034 0.035 0.5454
H 4.045085 -4.057003 1.785805 -0.026 -0.020 -0.012 0.4185
H 4.533474 -4.781955 -0.519066 -0.008 -0.014 -0.008 0.4070
H 3.417203 -3.591632 -2.425976 -0.012 0.042 -0.021 0.4765
H 1.841165 -1.727836 -1.876979 -0.019 -0.065 -0.017 0.4850
H 0.236625 0.872834 5.993376 -0.001 0.039 -0.014 0.4282
H -0.552473 3.214141 5.987850 -0.017 -0.032 0.018 0.3740
H -0.769466 4.408380 3.802523 0.017 0.020 -0.019 0.4311
H -0.309892 3.131373 1.722275 -0.105 -0.014 -0.059 0.2239
C 2.219398 4.269841 0.000474 0.006 -0.173 -0.055 -1.1833
C 2.164094 2.807360 0.437898 -0.181 -0.310 0.067 -0.9881
Ge 1.048693 1.480298 -0.666468 0.394 0.790 -0.267 2.0849
C 2.359107 1.264222 -2.248702 -0.293 -0.357 0.345 -0.2481
C 2.492448 2.362670 -3.300724 -0.059 -0.057 0.173 -1.2370
C -0.190437 2.805397 -1.562334 0.036 -0.369 0.252 -1.0666
C -1.506917 2.967827 -1.747539 -0.413 -0.359 0.174 0.0702
Ge -3.013274 1.855131 -0.999048 0.054 -0.019 -0.011 1.8434
C -3.856878 0.423787 -2.128864 0.240 0.543 0.065 0.3840
C -4.905300 0.872254 -3.145290 0.095 -0.030 0.105 -1.7318
C -4.304261 3.048562 -0.028468 0.214 -0.082 -0.442 -0.9161
C -4.296526 4.543970 -0.349390 0.012 -0.125 0.018 -1.2116
C -1.999934 4.041131 -2.653359 -0.007 0.262 -0.241 0.5507
C -1.235505 5.174932 -2.961234 0.007 0.004 0.042 -0.6585
C -1.697137 6.149323 -3.828596 0.003 0.030 -0.032 -0.7151
C -2.951070 6.038255 -4.415088 -0.017 -0.028 0.004 -0.5692
C -3.729902 4.931331 -4.118315 -0.045 0.076 -0.115 -1.0144
C -3.258373 3.956350 -3.254820 0.181 -0.125 0.056 -0.3459
H 2.829975 4.871954 0.682852 -0.022 0.021 -0.006 0.4409
H 1.216632 4.704173 -0.021721 0.010 0.074 -0.048 0.1504
H 2.653817 4.367126 -0.996780 -0.064 0.108 -0.019 0.1686
H 1.798268 2.759240 1.465644 0.251 -0.049 -0.223 0.2758
H 3.175110 2.386315 0.457490 0.004 -0.027 -0.019 0.6240
H 2.084910 0.329766 -2.748577 0.037 -0.008 -0.019 -0.5517
H 3.331705 1.084370 -1.777382 -0.009 -0.037 0.021 0.7797
H 1.539775 2.534939 -3.803864 0.025 0.067 -0.048 0.1029
H 3.229574 2.093835 -4.065482 -0.010 0.025 -0.017 0.3980
H 2.814800 3.302588 -2.848281 -0.027 0.054 -0.079 0.2722
H 0.433877 3.516775 -2.105864 -0.055 0.056 -0.019 -0.0587
H -4.328744 -0.203084 -1.377988 0.050 -0.055 0.117 0.7851
H -3.068972 -0.157264 -2.608380 0.036 0.020 0.137 -0.7042
H -5.653456 1.512844 -2.669576 -0.067 0.016 -0.097 0.4043
H -5.421751 0.002020 -3.557248 -0.047 0.023 -0.012 0.3777
H -4.467378 1.416635 -3.985231 -0.031 -0.028 -0.024 0.3514
H -4.053019 2.898497 1.018381 0.041 -0.070 0.078 0.4731
H -5.301351 2.627153 -0.159669 -0.001 -0.068 -0.008 0.4545
H -3.280427 4.944735 -0.347444 -0.040 0.074 -0.011 0.2078
H -4.876878 5.093736 0.397121 0.017 -0.001 0.015 0.4816
H -4.732553 4.752187 -1.326411 0.034 0.085 0.038 0.2938
H -0.261772 5.302232 -2.507004 -0.004 -0.003 0.043 0.4200
H -1.072879 7.006939 -4.051360 0.005 0.008 0.039 0.4091
H -3.315578 6.804867 -5.087673 0.001 -0.003 -0.006 0.3705
H -4.712742 4.830780 -4.564164 -0.004 -0.052 0.025 0.4108
H -3.888266 3.102733 -3.038492 -0.032 0.063 -0.063 0.5726
C -0.797514 -6.439685 -5.216980 -0.102 0.042 -0.061 -1.7086
C -1.876900 -5.362452 -5.405920 0.008 0.029 0.043 2.0118
C -1.921784 -4.987123 -6.888629 0.008 -0.038 0.121 -2.1069
C -3.252278 -5.918949 -5.008350 0.099 -0.009 -0.068 -1.6795
C -1.550067 -4.167299 -4.512465 0.058 0.025 -0.108 -0.6558
C -1.404146 -4.343165 -3.142877 0.046 0.046 0.067 -0.1405
C -1.095415 -3.274452 -2.334479 0.043 -0.153 0.311 -0.5257
Br -0.825356 -3.696677 -0.468068 -0.255 -0.221 -0.585 -0.1969
C -0.949437 -1.920611 -2.765013 0.004 -0.051 0.051 0.3142
O -0.719136 -0.962676 -1.931989 0.226 -0.199 0.045 0.7358
C -1.075306 -1.765986 -4.191733 -0.001 -0.006 0.078 -0.4791
C -1.353095 -2.877027 -4.984194 -0.063 -0.143 -0.016 -0.4808
C -0.822306 -0.461037 -4.972404 0.002 0.064 0.016 3.1606
C -1.904151 -0.249573 -6.049996 0.066 -0.014 0.005 -2.1299
C 0.552287 -0.576814 -5.653415 -0.061 0.040 0.029 -1.8038
C -0.820124 0.802479 -4.116855 0.045 -0.068 -0.025 -1.2689
H -0.991289 -7.307065 -5.855465 -0.025 -0.016 0.012 0.4508
H -0.759458 -6.774515 -4.181207 0.035 -0.049 0.014 0.3237
H 0.180651 -6.030206 -5.475116 0.028 -0.025 0.008 0.3576
H -2.123226 -5.879410 -7.486744 -0.023 -0.008 -0.001 0.4378
H -0.967553 -4.570758 -7.216637 -0.019 0.036 -0.040 0.3860
H -2.713260 -4.261237 -7.083353 0.040 0.041 -0.051 0.3617
H -3.512864 -6.795765 -5.609440 0.013 -0.021 0.006 0.4477
H -4.015709 -5.154300 -5.161103 -0.034 -0.011 0.029 0.3599
H -3.265013 -6.200791 -3.955711 -0.039 -0.033 0.013 0.3242
H -1.518015 -5.316067 -2.682262 0.005 -0.027 -0.005 0.4451
H -1.408535 -2.721617 -6.052879 -0.023 0.046 0.005 0.2989
H -1.815218 -0.939820 -6.890842 -0.021 -0.033 0.009 0.4767
H -1.819343 0.763251 -6.452227 0.004 0.014 -0.005 0.4837
H -2.898304 -0.364009 -5.613657 -0.023 0.023 -0.012 0.3237
H 0.605412 -1.465060 -6.286511 0.012 -0.017 -0.002 0.2771
H 1.337160 -0.645436 -4.897412 0.038 -0.003 -0.007 0.2439
H 0.748867 0.303343 -6.273409 0.008 0.023 0.013 0.5000
H -1.810273 0.997449 -3.705999 0.066 0.042 0.008 -0.5586
H -0.535930 1.659974 -4.735309 -0.050 0.012 -0.038 0.9532
H -0.131585 0.717277 -3.286197 -0.007 0.059 0.023 -1.0780
O -4.532201 0.212563 0.843384 -0.101 0.115 -0.337 -0.6937
S -3.250045 0.349109 1.509368 -0.634 -0.198 0.669 1.1183
O -3.239445 1.355872 2.546815 0.358 0.388 -0.089 -0.7063
O -2.221152 0.841724 0.351831 -0.275 0.043 0.303 -0.4475
S -2.609816 -1.367741 2.180031 -0.072 -0.210 0.187 -0.4102
```
Positions in Å, forces in eV/Å.

Output
total charge = -2
HOMO level = -1.778 eV
frontier orbital gap = 5.4 eV
LUMO = 0.134 hartree

***

[2]
A molecular structure, C23H22AgClN2O4 in a non-equilibrium geometry. Source: the OMol25 dataset; level of theory: ωB97M-V with the def2-TZVPD basis set.

Geometry as XYZ:
```
53
Properties=species:S:1:pos:R:3:forces:R:3:nbo_charge:R:1
Ag -0.750575 -0.359531 0.326842 -0.050 0.066 0.089 0.6487
O 3.078793 -0.500892 0.120198 0.738 0.824 2.333 -0.7348
C 2.800308 0.731794 0.504378 -0.046 -0.904 -0.039 0.7712
O 2.919015 1.733429 -0.157884 0.155 0.306 -0.005 -0.6069
C 2.174931 0.766267 1.881776 -0.043 0.210 -0.014 0.1358
C 2.875623 0.546648 3.056593 -0.032 0.014 0.069 -0.2569
C 2.180201 0.645243 4.254936 0.043 0.002 -0.027 -0.1875
C 0.825227 0.927497 4.235787 -0.036 0.032 0.032 -0.2554
C 0.193940 1.076253 3.005539 -0.007 0.018 -0.021 0.1119
N 0.866949 1.018482 1.862374 0.077 -0.075 -0.069 -0.4320
C -1.330232 1.271782 2.911286 0.056 -0.157 0.121 0.7417
O -1.887131 1.678914 3.940807 -0.027 0.070 -0.034 -0.7331
O -1.858935 0.961438 1.809890 0.014 -0.024 -0.112 -0.7815
H 2.736969 -0.666702 -0.865494 0.182 -0.122 -1.766 0.4593
H 3.928854 0.300241 3.025877 0.004 0.010 -0.003 0.2086
H 2.695617 0.494483 5.197306 0.001 -0.004 0.005 0.1923
H 0.232418 1.023491 5.134508 0.001 -0.012 -0.003 0.2317
C 1.990671 1.200427 -3.906514 0.136 -0.122 -0.022 -0.5854
N 0.337936 -0.678965 -4.482377 -0.021 -0.103 0.214 -0.8207
C -0.245435 -1.978808 -4.374582 -0.146 -0.016 -0.122 -0.4585
C 1.770106 -0.874998 -1.915738 -0.883 0.140 -0.438 -0.6457
C 1.037768 -2.107591 -1.586415 -0.208 -0.394 0.233 -0.0039
C 1.542536 -3.341255 -2.019084 0.087 -0.010 0.152 -0.2705
C 0.882794 -4.533545 -1.753130 0.042 -0.018 -0.010 -0.2636
C -0.255292 -4.511901 -0.963769 -0.019 0.083 -0.014 -0.2704
C -0.692451 -3.296206 -0.432669 -0.033 -0.075 -0.050 -0.2667
C -0.091403 -2.066309 -0.722523 0.019 0.026 -0.062 -0.4299
H 2.740803 1.213378 -4.707715 0.034 0.033 0.000 0.1476
H 1.993376 -2.004624 -4.007966 0.022 0.095 -0.025 -0.0428
H 1.269278 3.082456 -4.210892 0.010 -0.002 -0.014 0.2285
H -0.941766 -2.118044 -5.208172 -0.022 -0.008 -0.043 0.1768
H -0.769857 -2.176608 -3.429848 0.011 0.003 -0.076 0.1944
H 0.535139 -2.775264 -4.455885 -0.058 0.045 -0.039 0.1645
H 1.163716 0.007201 -1.692834 -0.083 -0.063 -0.046 0.2215
H 3.219450 -0.503332 -3.672539 0.045 0.070 0.011 -0.0272
H 2.480248 -3.361760 -2.567936 -0.029 -0.039 0.042 0.1909
H 1.274437 -5.470569 -2.137130 -0.002 -0.003 0.003 0.1809
H -0.786998 -5.431581 -0.736965 0.007 -0.006 0.006 0.1801
H -1.560884 -3.317086 0.219883 0.006 -0.001 0.000 0.1836
Cl 1.807957 -0.592283 -3.762420 0.220 -0.051 -0.218 1.0869
C 0.804934 2.082325 -4.249181 -0.023 0.031 0.000 -0.3694
C 0.271480 1.941088 -5.651624 -0.047 0.061 -0.048 -0.0838
C -1.020471 1.816558 -5.951503 -0.016 0.058 0.020 -0.2842
C -2.022921 1.759234 -4.890875 0.017 -0.005 -0.030 -0.2444
C -1.666560 1.855496 -3.605152 -0.006 -0.013 0.009 -0.1704
C -0.284167 2.073245 -3.183125 -0.083 0.045 0.035 -0.0174
C -0.000625 2.285749 -1.895286 0.040 0.040 -0.035 -0.3952
H 1.019976 1.931255 -6.438892 0.001 -0.009 -0.002 0.1802
H -1.337907 1.698134 -6.982603 0.000 -0.008 0.000 0.1828
H -3.062202 1.597781 -5.156667 0.000 -0.001 -0.001 0.1859
H -2.407935 1.771344 -2.817492 -0.003 -0.003 0.002 0.2009
H 1.019548 2.435886 -1.559566 -0.031 -0.028 0.010 0.2345
H -0.782944 2.275497 -1.143601 -0.010 -0.002 0.003 0.1968
```
Positions in Å, forces in eV/Å.

Output
total charge = -2
HOMO level = -1.329 eV
frontier orbital gap = 6.2 eV
LUMO = 0.181 hartree

***

What is the formula in the first record? C46H56BrGe2N3O6S2Sn

***

Look up the HOMO level of the second one. -1.329 eV

***

Number 2 is which compound? C23H22AgClN2O4